(1)
Molecular formula: C38H70Br2N2O7
Method: DFT, the ωB97M-V functional and the def2-TZVPD basis

Geometry as XYZ:
```
119
Properties=species:S:1:pos:R:3:forces:R:3:lowdin_charge:R:1
C 14.136 -12.982 22.418 -0.3 0.1 -1.0 -0.14
C 14.322 -13.225 23.776 0.6 0.1 1.5 -0.13
C 15.044 -12.171 24.277 0.6 0.6 -0.1 -0.14
N 15.320 -11.286 23.258 -0.6 -1.0 -0.1 0.04
C 14.754 -11.792 22.115 -0.1 0.3 -0.1 -0.14
H 13.556 -13.571 21.724 0.1 0.0 0.0 0.08
H 14.078 -14.071 24.398 -0.3 -0.1 -0.3 0.09
H 15.447 -11.982 25.259 -0.1 -0.1 0.0 0.10
H 15.826 -10.419 23.369 -0.1 0.0 0.1 0.11
H 14.756 -11.262 21.177 0.2 0.1 0.1 0.10
C 11.348 -10.796 18.338 -2.1 -0.6 -0.7 -0.12
C 11.325 -10.393 19.684 1.1 0.1 0.6 -0.14
C 11.281 -11.517 20.486 0.3 -0.3 -0.9 -0.09
N 11.169 -12.581 19.614 -0.4 -0.3 -0.1 0.01
C 11.105 -12.160 18.320 0.8 0.8 0.3 -0.12
H 11.168 -10.140 17.501 0.5 0.0 -0.1 0.10
H 11.555 -9.378 19.971 -0.4 -0.3 0.4 0.05
H 11.490 -11.691 21.527 -0.2 0.1 0.1 0.10
H 11.099 -13.563 19.812 0.0 0.1 0.6 0.14
H 10.908 -12.859 17.526 0.1 0.1 -0.1 0.11
C 9.917 -6.955 19.014 -0.9 -0.9 -0.4 -0.16
C 8.992 -7.802 19.914 1.3 0.0 -0.1 -0.14
C 9.560 -7.485 21.308 -1.2 0.1 -0.2 -0.20
O 10.207 -6.219 21.238 0.4 -0.3 0.4 -0.15
C 10.327 -5.782 19.876 -0.7 -0.5 0.1 -0.21
H 9.376 -6.658 18.112 0.2 0.1 0.0 0.11
H 10.700 -7.650 18.699 0.5 0.6 0.0 0.09
H 9.174 -8.860 19.726 -0.5 0.0 -0.2 0.09
H 7.951 -7.536 19.750 -0.1 0.0 0.4 0.11
H 10.255 -8.235 21.685 0.1 -0.1 -0.2 0.11
H 8.685 -7.476 21.965 0.4 0.4 0.5 0.12
H 11.337 -5.433 19.648 -0.3 -0.2 0.3 0.09
H 9.586 -4.974 19.831 0.2 0.0 -0.6 0.12
C 12.094 -2.886 21.912 1.0 1.2 1.8 -0.19
C 10.912 -2.665 20.999 0.4 -1.1 -0.5 -0.13
C 11.575 -3.084 19.651 -1.0 0.5 0.4 -0.20
O 12.614 -4.011 19.949 0.5 0.7 0.0 -0.18
C 12.810 -4.090 21.375 -0.8 -0.1 -0.7 -0.19
H 11.906 -2.977 22.989 -0.5 -0.4 -0.2 0.12
H 12.747 -2.003 21.928 0.0 0.0 -0.6 0.12
H 10.532 -1.649 21.040 0.0 0.1 -0.2 0.11
H 10.101 -3.366 21.211 0.0 0.1 0.2 0.10
H 11.893 -2.164 19.156 0.6 -0.4 -0.3 0.13
H 10.873 -3.633 19.023 0.0 0.6 -0.2 0.07
H 13.888 -4.130 21.528 -0.1 -0.1 0.4 0.11
H 12.260 -4.961 21.753 0.5 -0.3 -0.1 0.11
C 17.758 -4.133 22.518 0.7 1.3 -0.4 -0.17
C 17.059 -5.315 21.923 0.1 -0.8 0.3 -0.19
C 16.865 -5.009 20.420 0.6 0.2 1.9 -0.22
O 17.190 -3.621 20.281 0.1 -0.3 -0.6 -0.14
C 17.330 -3.009 21.554 -0.3 -0.4 0.5 -0.20
H 18.849 -4.212 22.475 -0.1 -0.2 -0.2 0.11
H 17.554 -3.933 23.570 -0.4 0.0 -0.1 0.11
H 16.137 -5.469 22.485 -0.1 -0.3 -0.3 0.10
H 17.716 -6.183 22.014 -0.5 -0.3 0.2 0.11
H 15.847 -5.271 20.130 0.0 0.3 -0.4 0.10
H 17.604 -5.626 19.917 -0.2 0.2 -0.6 0.07
H 16.351 -2.591 21.820 0.1 0.2 0.3 0.11
H 18.088 -2.228 21.530 -0.2 0.1 -0.3 0.12
C 15.482 -11.272 15.973 -0.1 -0.7 1.5 -0.16
C 15.483 -9.750 15.805 -0.1 -0.5 -1.2 -0.14
C 13.966 -9.487 15.618 0.2 1.5 1.0 -0.20
O 13.232 -10.635 15.977 -0.3 -0.9 -0.5 -0.14
C 14.105 -11.560 16.603 1.3 0.3 -0.8 -0.21
H 16.155 -11.784 16.673 0.6 0.7 -0.1 0.11
H 15.650 -11.777 15.023 -0.4 0.1 -0.1 0.11
H 16.032 -9.553 14.882 -0.1 0.3 0.0 0.10
H 15.927 -9.100 16.557 -0.1 -0.4 0.4 0.08
H 13.701 -9.071 14.644 -0.1 -0.7 -0.3 0.12
H 13.662 -8.697 16.316 0.1 0.0 0.0 0.08
H 13.885 -12.615 16.442 -0.8 0.2 -0.1 0.12
H 14.178 -11.381 17.680 -0.2 0.1 0.1 0.11
C 16.917 -6.725 25.145 0.6 0.4 0.1 -0.17
C 17.428 -7.650 26.267 -0.5 0.9 -0.2 -0.15
C 17.548 -8.942 25.503 -0.1 -0.8 -0.7 -0.19
O 16.368 -8.979 24.655 0.4 -0.3 1.0 -0.19
C 16.016 -7.614 24.322 0.1 -1.2 -0.2 -0.19
H 17.792 -6.426 24.563 -0.1 0.1 -0.2 0.10
H 16.382 -5.823 25.443 0.2 0.0 0.3 0.12
H 16.643 -7.675 27.026 0.0 -0.6 0.1 0.12
H 18.319 -7.286 26.775 0.2 -0.1 -0.3 0.11
H 17.686 -9.823 26.135 -0.9 -0.1 0.1 0.12
H 18.370 -9.073 24.792 0.5 0.9 0.3 0.12
H 14.956 -7.550 24.571 0.0 0.4 -0.2 0.12
H 16.202 -7.522 23.254 -0.4 0.3 0.0 0.09
C 12.087 -5.612 15.941 -0.2 0.5 -0.5 -0.14
C 13.584 -5.747 15.769 1.3 0.1 -0.5 -0.18
C 14.182 -4.518 16.474 -0.9 -1.6 1.2 -0.23
O 13.155 -3.538 16.430 0.7 1.1 -0.5 -0.12
C 11.892 -4.082 16.163 -0.5 -1.6 0.3 -0.19
H 11.629 -6.120 16.789 0.4 -0.4 0.0 0.09
H 11.620 -5.963 15.020 -0.3 0.0 0.2 0.11
H 13.893 -5.697 14.719 -0.5 0.1 -0.1 0.12
H 14.039 -6.685 16.089 -0.2 0.1 0.4 0.07
H 15.167 -4.232 16.114 -0.4 0.7 -0.5 0.07
H 14.345 -4.810 17.522 0.0 0.2 0.2 0.09
H 11.356 -3.642 15.320 0.5 0.4 -0.1 0.12
H 11.251 -4.004 17.045 0.0 0.4 0.0 0.09
C 13.187 -7.574 20.329 0.5 0.2 0.5 -0.14
C 13.807 -8.203 19.074 -0.6 1.0 0.2 -0.13
C 15.215 -8.565 19.543 -0.2 -0.4 0.4 -0.16
O 15.199 -8.444 20.980 0.3 -0.4 0.4 -0.15
C 13.859 -8.380 21.438 -1.2 -0.2 -0.3 -0.20
H 12.100 -7.608 20.274 0.3 0.2 0.4 0.07
H 13.553 -6.553 20.457 -0.4 0.2 -0.3 0.10
H 13.765 -7.434 18.299 0.3 -0.2 -0.2 0.10
H 13.145 -9.018 18.783 0.7 -0.3 -0.2 0.08
H 15.989 -7.896 19.170 0.0 0.1 -0.1 0.08
H 15.508 -9.591 19.304 -0.1 0.0 -0.2 0.11
H 13.810 -8.001 22.459 0.4 0.6 -0.2 0.11
H 13.311 -9.330 21.549 0.7 -0.4 -0.4 0.10
Br 20.817 -8.718 17.026 0.8 -0.5 0.0 0.69
C 19.047 -8.059 17.035 -1.1 1.3 -0.7 -0.77
C 19.118 -6.519 17.008 -0.4 -1.0 0.4 -0.64
Br 17.282 -5.793 17.114 0.7 -0.3 -0.1 0.74
H 18.500 -8.439 17.892 0.1 0.0 0.1 0.05
H 18.539 -8.372 16.125 0.1 -0.3 0.1 0.04
H 19.539 -6.167 16.075 0.0 0.1 0.0 0.05
H 19.720 -6.211 17.858 -0.3 0.5 0.0 0.05
```
Positions in Å, forces in eV/Å.

Computed properties:
Energy relative to the best compared isomer or geometry (same formula, charge and spin)   10.26 kcal per mole
Total charge   0
SMILES   c1cc[nH]c1.c1cc[nH]c1.C1CCOC1.C1CCOC1.C1CCOC1.C1CCOC1.C1CCOC1.C1CCOC1.C1CCOC1.BrCCBr
E_tot   -7273.93488 a.u.


(2)
Molecular formula: C38H70N8
Method: DFT, the ωB97M-V functional and the def2-TZVPD basis

Geometry as XYZ:
```
116
Properties=species:S:1:pos:R:3:forces:R:3:lowdin_charge:R:1
C -6.367 -0.531 -2.866 -1.3 -1.2 3.7 -0.13
C -6.099 -0.187 -4.219 0.1 0.9 -2.4 -0.32
N -4.697 -0.316 -4.526 0.0 5.1 -0.6 -0.20
C -4.208 0.764 -5.466 0.5 -0.8 -0.2 -0.20
C -2.698 1.237 -5.396 -1.4 -1.2 0.3 -0.10
C -4.025 -1.537 -4.428 0.6 0.8 0.0 -0.29
C -4.364 -2.442 -5.558 -0.1 -2.0 -0.5 -0.09
H -7.359 -0.328 -2.462 -0.5 0.3 -0.7 0.08
H -5.768 0.085 -2.195 0.6 -0.5 0.1 0.08
H -6.313 -1.601 -2.664 0.7 -0.1 0.3 0.08
H -6.738 -0.698 -4.939 -0.3 -0.5 -0.2 0.11
H -6.440 0.845 -4.301 0.6 0.3 -0.4 0.11
H -4.490 0.506 -6.486 0.3 -0.4 -0.5 0.09
H -4.777 1.687 -5.350 -0.2 -0.2 0.7 0.09
H -1.952 0.456 -5.547 -0.2 -0.3 0.1 0.04
H -2.508 1.950 -6.198 -0.2 0.3 0.3 0.05
H -2.595 1.627 -4.383 0.5 0.4 -0.2 0.05
H -4.232 -1.861 -3.408 0.1 -1.0 -0.2 0.11
H -2.970 -1.267 -4.442 0.2 -0.4 0.0 0.08
H -3.754 -3.344 -5.509 0.0 -0.2 0.0 0.07
H -4.219 -2.059 -6.568 0.2 0.6 0.2 0.07
H -5.401 -2.777 -5.537 -0.2 0.0 0.2 0.07
C -2.277 1.575 -0.962 0.4 -1.1 0.8 -0.07
C -2.146 0.755 0.389 0.3 0.4 -1.5 -0.24
N -0.911 -0.049 0.426 0.7 1.1 0.5 -0.19
C 0.285 0.850 0.464 -1.1 0.0 1.9 -0.27
C 1.559 0.219 0.945 1.0 -0.6 -2.1 -0.10
C -0.723 -1.010 -0.644 -2.9 -2.3 0.4 -0.21
C -2.095 -1.897 -0.944 1.9 1.2 -0.2 -0.05
H -3.284 1.967 -1.107 0.2 0.3 0.0 0.06
H -2.005 0.947 -1.810 -0.4 -0.3 -0.1 0.05
H -1.480 2.319 -0.993 -0.5 0.5 0.2 0.05
H -2.193 1.484 1.198 0.6 0.0 0.2 0.10
H -3.005 0.120 0.606 -0.1 -0.3 -0.5 0.08
H 0.388 1.366 -0.491 0.4 0.1 0.0 0.09
H 0.149 1.544 1.293 -0.9 0.7 -0.4 0.11
H 1.614 -0.130 1.976 -0.4 -0.1 -0.2 0.07
H 1.796 -0.529 0.188 0.3 -0.9 0.5 0.06
H 2.384 0.902 0.745 0.0 0.5 0.4 0.06
H 0.009 -1.741 -0.301 0.2 0.1 -0.2 0.09
H -0.414 -0.626 -1.616 0.1 0.3 -0.1 0.09
H -2.617 -2.356 -0.105 0.3 0.3 0.4 0.06
H -1.780 -2.710 -1.599 -0.1 0.1 -0.1 0.03
H -2.794 -1.262 -1.488 -0.1 -0.1 0.0 0.04
C 4.358 -0.564 3.059 0.7 -1.1 -0.6 -0.09
C 5.751 -0.300 3.651 -0.1 0.4 1.2 -0.25
N 6.127 -1.125 4.836 -0.2 0.0 -0.1 -0.17
C 5.373 -0.780 6.102 3.2 -1.3 -0.7 -0.24
C 5.861 0.588 6.520 -1.4 0.5 -0.4 -0.12
C 6.559 -2.518 4.536 -0.7 0.1 0.6 -0.27
C 7.753 -2.724 3.603 -0.7 0.6 0.1 -0.11
H 4.217 -0.125 2.072 0.2 0.1 0.0 0.06
H 3.480 -0.298 3.647 0.4 0.2 0.4 0.06
H 4.360 -1.645 2.922 -0.6 -0.2 -0.2 0.06
H 6.591 -0.364 2.959 -0.4 -0.4 -0.5 0.10
H 5.775 0.756 3.920 0.2 0.1 0.4 0.09
H 4.299 -0.961 6.146 -0.2 0.3 -0.4 0.11
H 5.822 -1.371 6.900 -0.2 -0.9 -0.3 0.10
H 5.259 1.273 5.924 0.0 0.8 0.7 0.06
H 5.683 0.630 7.595 -0.1 0.8 0.0 0.07
H 6.904 0.803 6.284 0.0 -0.5 0.1 0.08
H 5.736 -3.117 4.145 -0.3 -0.1 -0.4 0.09
H 6.826 -3.103 5.416 -0.2 0.7 0.8 0.10
H 8.678 -2.278 3.968 -0.1 0.3 0.0 0.07
H 7.464 -2.307 2.638 0.6 -0.3 -0.3 0.06
H 7.921 -3.799 3.555 -0.1 0.0 -0.4 0.07
N -5.356 1.246 2.622 -2.6 0.0 -0.5 0.03
C -5.939 1.349 1.394 0.4 1.8 -2.4 -0.14
C -7.164 2.060 1.449 1.5 -1.9 -1.0 -0.11
C -7.468 2.090 2.778 0.8 0.6 2.7 -0.15
C -6.357 1.632 3.483 0.1 0.3 1.5 -0.15
H -4.381 1.043 2.790 -0.4 -0.2 0.2 0.14
H -5.344 1.127 0.521 0.0 0.0 -0.1 0.08
H -7.827 2.492 0.714 0.4 -0.5 -0.5 0.09
H -8.337 2.566 3.208 0.0 -0.2 0.2 0.09
H -6.198 1.553 4.548 -0.1 0.1 0.0 0.10
N -0.713 -2.786 3.579 1.1 0.8 -3.0 -0.02
C -0.835 -3.492 4.723 -2.2 3.0 -0.3 -0.12
C -2.032 -2.933 5.207 0.3 -2.5 2.2 -0.14
C -2.674 -2.060 4.290 0.7 -0.7 0.9 -0.12
C -1.791 -1.953 3.267 0.7 -0.9 0.0 -0.12
H 0.131 -2.825 3.025 -0.3 0.1 -0.3 0.13
H -0.030 -4.120 5.076 -0.4 0.1 0.2 0.10
H -2.307 -3.311 6.181 -0.9 0.4 0.1 0.07
H -3.661 -1.622 4.327 0.2 0.0 0.2 0.09
H -1.971 -1.437 2.335 0.9 -0.1 -0.1 0.08
N 3.293 3.546 -2.846 -2.3 1.3 -1.6 -0.02
C 4.410 2.886 -2.525 0.6 -0.1 -0.2 -0.21
C 3.988 1.612 -2.334 2.1 -2.9 1.2 -0.20
C 2.644 1.456 -2.563 -1.8 0.7 -0.7 -0.13
C 2.199 2.694 -2.917 0.2 1.0 0.0 -0.18
H 3.222 4.507 -3.147 0.2 -0.1 0.2 0.13
H 5.371 3.379 -2.537 -0.1 -0.2 0.2 0.11
H 4.505 0.728 -1.991 0.8 0.3 -0.1 0.07
H 2.026 0.571 -2.609 0.3 -0.1 0.3 0.10
H 1.212 3.044 -3.180 0.2 0.1 -0.1 0.09
N 1.887 -2.753 -4.773 -1.4 -1.3 0.6 0.01
C 0.803 -1.915 -4.913 -1.3 -1.4 2.1 -0.16
C -0.167 -2.375 -3.928 0.9 2.4 -2.9 -0.12
C 0.338 -3.489 -3.263 -0.4 0.0 -1.1 -0.15
C 1.520 -3.746 -3.887 1.7 -0.5 1.2 -0.24
H 2.795 -2.740 -5.216 -0.3 0.2 -0.2 0.10
H 0.694 -1.266 -5.769 0.1 0.3 0.4 0.06
H -1.148 -1.924 -3.899 0.0 -0.1 0.3 0.05
H -0.206 -4.139 -2.593 0.3 0.1 0.1 0.09
H 2.138 -4.576 -3.576 0.6 0.2 -0.4 0.09
N 3.025 3.876 -0.045 -1.2 -0.7 0.6 0.01
C 4.087 4.388 0.643 -0.1 0.1 -1.3 -0.15
C 3.601 5.223 1.603 -0.4 -0.4 1.1 -0.14
C 2.188 5.027 1.659 -0.3 -0.2 -1.5 -0.12
C 1.829 4.211 0.561 1.5 1.1 1.7 -0.12
H 3.110 3.226 -0.814 0.0 0.0 0.4 0.07
H 5.073 4.122 0.292 0.0 0.3 0.2 0.10
H 4.181 5.830 2.283 0.0 -0.1 0.0 0.08
H 1.511 5.476 2.370 0.0 0.0 -0.1 0.08
H 0.840 3.883 0.277 0.3 -0.2 -0.3 0.09
```
Positions in Å, forces in eV/Å.

Computed properties:
Energy relative to the best compared isomer or geometry (same formula, charge and spin)   62.49 kcal per mole
Spin multiplicity   2
Total charge   -1
E_tot   -1927.67578 a.u.